Record 1
# C14H16

A 2-piece molecular cluster, C14H16 overall in a non-equilibrium geometry (ωB97M-V with the def2-TZVPD basis set, OMol25).

Each line ends with the Mulliken charge.
Geometry (Å):
C  1.01665  -2.17032  -2.45249  -1.46
C  1.76220  -2.01556  -1.20332  0.78
C  2.74865  -0.98571  -1.17965  -0.58
C  3.12661  -0.32813  -0.03134  -0.47
C  2.72114  -0.92296  1.18612  -0.39
C  2.06716  -2.12896  1.16147  -0.32
C  1.57079  -2.71347  -0.02227  -0.54
H  -0.02988  -2.44614  -2.31000  0.35
H  1.48304  -2.88324  -3.15817  0.31
H  1.02363  -1.28159  -3.07360  0.37
H  3.13124  -0.65095  -2.13948  0.38
H  3.74278  0.55795  -0.00034  0.44
H  2.96376  -0.42928  2.11809  0.39
H  1.90024  -2.64820  2.09961  0.35
H  0.86987  -3.52391  0.11769  0.37
C  -1.26668  2.71178  -1.19743  -1.42
C  -1.78060  1.97033  -0.02171  0.75
C  -0.89564  1.24323  0.79782  -0.33
C  -1.37539  0.58418  1.91585  -0.48
C  -2.71462  0.61495  2.28455  -0.50
C  -3.61506  1.25756  1.43855  -0.51
C  -3.12632  1.91490  0.30342  -0.32
H  -0.37517  2.25075  -1.62343  0.31
H  -0.84096  3.69294  -0.92049  0.29
H  -2.05659  2.96109  -1.90238  0.36
H  0.17068  1.39069  0.67280  0.39
H  -0.63511  0.10413  2.53986  0.39
H  -3.01889  0.16542  3.21913  0.37
H  -4.66315  1.33669  1.66806  0.38
H  -3.90440  2.37183  -0.28692  0.31

Properties
- M (g mol⁻¹) = 184.28
- SMILES = Cc1ccccc1.Cc1ccccc1
- largest force on an atom (hartree/bohr) = 0.043
- HOMO-LUMO gap (eV) = 9.7062
- total energy (Eh) = -543.0423
- ΔE to the lowest compared entry with this formula, charge and spin (eV) = 0.833

=====

Record 2
# C3H2N2O

One molecule with the formula C3H2N2O in a non-equilibrium geometry (ωB97M-V with the def2-TZVPD basis set, OMol25).

Each line ends with the Mulliken charge.
Geometry (Å):
N  -0.67225  2.32198  -0.00634  -0.37
C  -0.13412  1.29152  0.11110  0.15
C  0.22739  -0.13060  0.39125  0.35
O  -1.02302  -0.82117  0.59417  -0.51
C  0.95371  -0.65479  -0.81280  0.10
N  1.55675  -1.34864  -1.51421  -0.34
H  0.79649  -0.31857  1.30375  0.24
H  -1.70495  -0.33974  -0.06692  0.38

Properties
- M (g mol⁻¹) = 82.06
- SMILES = N#CC(O)C#N
- largest force on an atom (hartree/bohr) = 0.070
- HOMO-LUMO gap (eV) = 12.5346
- total energy (Eh) = -300.2032
- ΔE to the lowest compared entry with this formula, charge and spin (eV) = 0.768

=====

Record 3
# C36H32Br2MnN3O3

C36H32Br2MnN3O3 as an isolated structure in a non-equilibrium geometry (ωB97M-V with the def2-TZVPD basis set, OMol25).

Each line ends with the Mulliken charge.
Geometry (Å):
Mn  0.16653  -0.01120  0.41269  -0.40
O  2.03476  -0.46211  0.63506  -0.12
C  2.58569  -1.18405  1.57215  0.24
C  3.96953  -1.43923  1.49375  -0.73
C  4.59033  -2.23499  2.42506  -0.54
C  3.88138  -2.80695  3.49732  -0.94
C  2.54643  -2.54297  3.60959  -0.88
C  1.87728  -1.72857  2.66950  0.53
C  0.51327  -1.40740  2.92252  -0.40
N  -0.23521  -0.61295  2.24358  0.86
C  -1.62531  -0.42538  2.71826  -1.19
C  -2.36832  0.36448  1.64724  -0.59
N  -1.83614  -0.15452  0.38152  0.25
C  -2.57839  -0.88861  -0.37559  -0.62
C  -2.08003  -1.85347  -1.29635  0.40
C  -2.94502  -2.47121  -2.22841  -0.68
C  -2.55406  -3.58336  -2.91745  -0.84
C  -1.29611  -4.14883  -2.62538  -0.52
C  -0.44827  -3.58999  -1.70388  -0.85
C  -0.79382  -2.39143  -1.03584  0.58
O  0.03569  -1.87191  -0.18377  -0.44
H  4.51849  -0.99798  0.66946  0.53
H  5.65423  -2.42540  2.33086  0.45
H  4.38740  -3.43262  4.22018  0.44
H  1.97714  -2.95484  4.43685  0.42
H  0.07378  -1.86812  3.81047  0.39
H  -1.64818  0.09061  3.67957  0.50
H  -2.09469  -1.40272  2.84179  0.50
H  -2.16077  1.42582  1.73896  -0.18
H  -3.44409  0.21513  1.72272  0.74
H  -3.65843  -0.82919  -0.23420  0.48
H  -3.93218  -2.04777  -2.38384  0.43
H  -3.20974  -4.04687  -3.64232  0.42
H  -0.99559  -5.05944  -3.13153  0.45
H  0.50337  -4.05001  -1.46305  0.57
C  1.99910  -1.35436  -2.32121  -1.65
C  1.19980  -0.12019  -2.57859  1.11
C  1.14844  0.36573  -3.91436  -1.18
C  0.37066  1.42150  -4.25657  -1.23
C  -0.34138  2.10887  -3.24444  0.95
C  -1.18826  3.23003  -3.43845  -0.03
Br  -1.47373  3.90298  -5.17025  -0.17
C  -1.80987  3.84160  -2.38950  -0.39
C  -1.56960  3.39090  -1.07624  0.21
Br  -2.40946  4.26298  0.35724  -0.09
C  -0.73770  2.34258  -0.87382  0.07
O  -0.39997  1.92026  0.42231  0.21
C  -0.17444  1.63052  -1.94249  -1.04
N  0.52568  0.49350  -1.61933  1.16
H  2.86168  -1.36960  -2.98892  0.68
H  1.38238  -2.22385  -2.56036  0.24
H  2.31032  -1.42965  -1.28785  -0.05
H  1.72818  -0.15439  -4.66536  0.56
H  0.30717  1.75943  -5.28312  0.41
H  -2.46733  4.68348  -2.54997  0.49
C  0.52460  3.76892  2.27305  -1.72
C  1.43577  2.55308  2.02681  2.97
C  1.41404  1.70871  3.30357  -2.01
C  0.96548  1.84074  0.75074  0.54
C  2.86239  3.01634  1.67840  -0.35
C  3.05478  3.97400  0.67865  -0.08
C  4.32541  4.40010  0.32338  -0.98
C  5.43977  3.86920  0.96189  -0.50
C  5.26504  2.91156  1.94861  -0.99
C  3.98711  2.48722  2.30238  -0.21
H  -0.49276  3.44970  2.50412  0.40
H  0.48059  4.45112  1.42421  0.28
H  0.91728  4.31973  3.12825  0.43
H  0.38481  1.49983  3.59982  0.38
H  1.87955  2.27847  4.10860  0.60
H  1.94645  0.76684  3.19530  0.17
H  1.61185  2.05346  -0.08500  0.59
H  2.20100  4.40233  0.16153  0.26
H  4.44601  5.14941  -0.45073  0.42
H  6.43521  4.20238  0.69215  0.42
H  6.12572  2.48437  2.44996  0.43
H  3.88789  1.72900  3.06800  0.40

Properties
- M (g mol⁻¹) = 769.42
- largest force on an atom (hartree/bohr) = 0.026
- multiplicity = 2
- HOMO-LUMO gap (alpha / beta) (eV) = 7.0718 / 6.9721
- charge = +1
- total energy (Eh) = -8079.8500

=====

Record 4
# C48H64F5N2O3

A 5-piece molecular cluster, C48H64F5N2O3 overall in a non-equilibrium geometry (ωB97M-V with the def2-TZVPD basis set, OMol25).

Each line ends with the Mulliken charge.
Geometry (Å):
C  -1.44544  2.71093  2.45065  -1.29
C  -1.39461  3.31808  1.04563  0.00
C  -0.45156  2.54734  0.13380  -0.81
C  -0.70493  2.75182  -1.36104  -0.65
C  -2.08682  2.27255  -1.84072  -0.75
C  -2.05514  0.86757  -2.45343  -0.65
C  -2.48435  -0.23347  -1.47201  -0.36
C  -2.38584  -1.61048  -2.16390  -0.81
C  -1.79092  -2.70956  -1.24077  0.32
C  -2.65115  -3.99112  -1.16010  -0.84
C  -1.95931  -5.27230  -1.65975  -1.88
C  -0.53571  -5.41180  -1.22465  0.73
C  0.48509  -5.08191  -2.10486  0.71
F  0.16478  -4.66637  -3.32085  -0.41
C  1.77177  -5.19454  -1.71551  0.04
C  2.86582  -4.82314  -2.68867  1.05
C  2.66575  -3.41006  -3.30605  -1.67
C  4.29096  -5.08022  -2.19748  -1.68
C  4.82026  -4.31656  -0.95452  -0.55
C  4.03185  -3.09779  -0.44250  -0.96
C  2.02947  -5.68559  -0.44964  -0.72
N  1.07194  -6.00356  0.39343  -0.88
N  -0.15447  -5.83554  -0.02413  0.76
C  -1.23113  -6.17646  0.98743  -0.44
O  -0.70939  -6.16476  2.25159  -0.11
C  -0.50827  -7.45149  2.83322  -0.38
O  -0.26933  -7.28398  4.18135  -0.44
C  0.78698  -6.37116  4.48534  -0.38
C  0.29780  -5.01394  4.97672  -0.58
O  0.37868  -3.98916  3.98000  -0.50
H  -0.59277  3.05334  3.03332  0.28
H  -2.34351  3.00371  2.98666  0.37
H  -1.39241  1.62541  2.41978  0.33
H  -1.04660  4.34517  1.13119  0.02
H  -2.41460  3.36114  0.67183  0.34
H  0.56768  2.86941  0.35047  0.41
H  -0.48543  1.48075  0.36796  0.26
H  -0.56578  3.80672  -1.58894  0.43
H  0.04907  2.21729  -1.93578  0.28
H  -2.36893  2.95728  -2.63792  0.40
H  -2.83806  2.35628  -1.06157  0.37
H  -2.77090  0.83700  -3.27334  0.38
H  -1.06049  0.62045  -2.81906  0.27
H  -1.89079  -0.18403  -0.56166  0.13
H  -3.52092  -0.01909  -1.21478  0.19
H  -3.36876  -1.88625  -2.53349  0.45
H  -1.70559  -1.48504  -3.00040  0.24
H  -1.75709  -2.29001  -0.24230  0.29
H  -0.78174  -2.89562  -1.59900  -0.32
H  -3.50629  -3.84656  -1.81205  0.55
H  -3.08001  -4.11137  -0.17292  0.55
H  -2.51802  -6.16420  -1.38757  0.55
H  -1.93447  -5.25854  -2.74205  0.39
H  2.71252  -5.50867  -3.52638  0.65
H  2.13604  -2.77820  -2.59586  0.34
H  2.06749  -3.43960  -4.20483  0.43
H  3.63433  -2.94834  -3.45388  0.47
H  4.37837  -6.14844  -1.99906  0.43
H  4.94452  -4.90835  -3.04562  0.51
H  5.82444  -3.97957  -1.18430  0.38
H  4.95666  -5.02463  -0.14257  0.45
H  4.50321  -2.17441  -0.75658  0.36
H  4.08932  -3.08454  0.64354  0.27
H  2.97724  -3.08464  -0.68952  0.20
H  3.03215  -5.83106  -0.09808  0.58
H  -1.68887  -7.13078  0.72508  0.41
H  -1.99128  -5.40855  0.96170  0.09
H  -1.41912  -8.04425  2.76573  0.38
H  0.32354  -7.98587  2.35953  0.35
H  1.50456  -6.26278  3.67223  0.24
H  1.33018  -6.82147  5.31456  0.40
H  0.94494  -4.69619  5.79331  0.36
H  -0.73281  -5.07339  5.30089  0.40
H  1.27122  -3.97857  3.62832  0.28
F  0.80643  1.50833  -4.87611  -0.32
C  0.24433  1.04543  -6.01149  0.28
C  -0.17777  1.94427  -6.96946  -0.47
C  -0.75300  1.46150  -8.13554  -0.40
C  -0.90689  0.09501  -8.32527  -0.50
C  -0.48031  -0.79226  -7.34788  -0.49
C  0.10416  -0.31733  -6.18235  -0.13
H  -0.05571  3.00582  -6.80010  0.43
H  -1.08198  2.15444  -8.89770  0.37
H  -1.35896  -0.27682  -9.23478  0.38
H  -0.60258  -1.85752  -7.49253  0.36
H  0.45077  -0.99296  -5.41037  0.49
F  0.36449  7.44807  0.74429  -0.37
C  1.37671  6.75612  1.30761  0.35
C  1.40440  6.60381  2.67920  -0.33
C  2.44361  5.88719  3.25391  -0.39
C  3.44041  5.34244  2.45616  -0.55
C  3.39569  5.51024  1.07917  -0.40
C  2.35480  6.21785  0.49593  -0.36
H  0.62149  7.04223  3.28404  0.44
H  2.47500  5.75525  4.32692  0.39
H  4.25195  4.78822  2.90852  0.41
H  4.17371  5.09047  0.45582  0.38
H  2.29781  6.35341  -0.57626  0.45
F  -1.51878  -0.56464  9.69044  -0.31
C  -1.95425  -1.03455  8.50811  0.40
C  -3.30171  -0.96858  8.21491  -0.50
C  -3.74578  -1.45048  6.99268  -0.27
C  -2.84438  -1.99644  6.08859  -0.79
C  -1.49384  -2.05721  6.40446  -0.05
C  -1.04082  -1.56893  7.62160  -0.60
H  -3.98782  -0.54556  8.93636  0.42
H  -4.79778  -1.39941  6.74629  0.38
H  -3.19530  -2.37446  5.13702  0.41
H  -0.79137  -2.48429  5.70023  0.50
H  0.00816  -1.59883  7.88533  0.42
F  -1.38644  13.74575  -0.03303  -0.31
C  -0.79385  12.64585  -0.53554  0.37
C  -0.46505  12.61506  -1.87575  -0.51
C  0.14873  11.48187  -2.38863  -0.30
C  0.41604  10.39859  -1.56248  -0.58
C  0.07380  10.44774  -0.21799  -0.04
C  -0.53232  11.58171  0.30388  -0.62
H  -0.68851  13.46760  -2.50317  0.41
H  0.41848  11.44534  -3.43563  0.36
H  0.89185  9.51473  -1.96720  0.37
H  0.27828  9.60661  0.42251  0.42
H  -0.80091  11.64504  1.35005  0.41

Properties
- M (g mol⁻¹) = 812.04
- largest force on an atom (hartree/bohr) = 0.045
- HOMO-LUMO gap (eV) = 5.9320
- charge = +1
- total energy (Eh) = -2701.6469

=====

Record 5
# H37O19

A 19-piece molecular cluster, H37O19 overall in a non-equilibrium geometry (ωB97M-V with the def2-TZVPD basis set, OMol25).

Each line ends with the Mulliken charge.
Geometry (Å):
O  -1.71309  -1.46724  -1.98360  -0.97
H  4.54677  -1.07534  -0.29650  0.33
H  3.01031  1.19972  2.85627  0.28
O  -4.51528  0.05589  -0.19789  -0.69
H  1.75479  2.49456  -2.37849  0.25
H  2.75007  3.10417  1.44834  0.27
O  3.06909  1.43365  3.73757  -0.66
H  -1.66778  3.49574  -1.93617  0.27
H  -1.46362  -0.04409  -3.46218  0.25
O  -2.50065  -3.62437  -0.68563  -0.65
H  -2.84141  -4.12568  0.10168  0.26
H  -2.03771  -2.85736  -0.77895  0.42
O  -0.63987  1.11148  -0.86408  -0.35
H  -0.54917  0.95770  -1.78549  0.32
H  0.67666  -3.48784  -0.07892  0.45
O  -3.34992  -1.87844  1.28999  -0.57
H  -0.68865  -2.16272  2.60779  0.45
H  0.08728  0.84617  -0.34327  0.11
O  -1.52466  0.85579  -3.50249  -0.70
H  1.06740  -4.64941  0.88242  0.27
H  -2.12812  0.99065  -2.77294  0.32
O  1.20398  -3.72631  0.83101  -0.71
H  -0.77969  -1.05381  0.35780  0.32
O  0.46164  -2.45454  -1.34582  -0.62
H  -1.84442  -2.27736  3.50300  0.34
H  1.14497  -2.05520  -1.78808  0.21
O  -1.77928  3.99772  -2.65367  -0.64
H  1.91698  3.42975  -1.43275  0.34
H  -1.85912  3.17665  -3.21905  0.37
O  1.74653  3.45256  1.29210  -0.56
H  -3.85167  -1.17921  1.87724  0.33
H  4.08807  2.54476  -0.12698  0.24
O  1.48782  3.34184  -2.20127  -0.56
H  -2.82838  -2.55525  1.68472  0.20
H  0.51585  -0.75091  -4.08901  0.26
O  -0.90146  -2.54070  3.61425  -0.68
H  1.98999  -0.76005  -3.96441  0.23
H  1.74707  2.99958  0.52054  0.38
O  -0.80578  -0.78263  1.28999  -0.43
H  2.41201  0.66021  4.06152  0.37
H  1.62049  -2.02765  1.32953  0.33
O  -1.38854  2.22551  3.87193  -0.61
H  -0.40235  -1.90234  -1.58697  0.17
H  -2.01516  2.57243  3.24469  0.31
O  1.22393  -0.64147  -3.45359  -0.51
H  3.31423  1.58551  -0.74271  0.32
H  -1.86942  -2.15661  -2.62165  0.15
O  3.34026  2.50719  -0.56971  -0.69
H  -1.77415  -0.84972  1.41987  0.12
H  -0.73494  2.87728  4.12859  0.30
O  4.92578  -0.18514  -0.02441  -0.68
H  4.51389  0.04755  0.81817  0.33
H  -3.69339  -0.06949  -0.72769  0.35
O  1.64854  -1.09625  1.77510  -0.64
H  -4.80815  -0.77018  -0.18094  0.28
H  0.76828  -0.84838  1.71275  0.40

Properties
- M (g mol⁻¹) = 341.28
- largest force on an atom (hartree/bohr) = 0.144
- HOMO-LUMO gap (eV) = 8.4507
- charge = -1
- total energy (Eh) = -1451.6421
- ΔE to the lowest compared entry with this formula, charge and spin (eV) = 7.089

=====

Record 6
# C6H9N2P

C6H9N2P as an isolated structure in a non-equilibrium geometry (ωB97M-V with the def2-TZVPD basis set, OMol25).

Each line ends with the Mulliken charge.
Geometry (Å):
C  -1.81179  -0.80418  0.28774  -0.23
C  -0.94988  -1.19479  -0.69567  -0.45
C  -0.59792  1.25172  0.40718  -0.23
C  2.10760  -0.58054  0.24373  0.39
C  -1.95458  0.58290  0.72033  -0.55
C  0.11888  -0.22724  -1.18788  -0.19
N  0.18848  0.97558  -0.62177  -0.48
N  2.01183  -1.69110  0.63694  -0.24
P  2.43155  1.08526  -0.03538  -0.15
H  -2.54655  -1.52487  0.78435  0.26
H  -0.73482  -2.29473  -0.86792  0.32
H  -0.27680  2.19329  0.90060  0.35
H  -2.82607  0.98637  0.31121  0.27
H  -2.16453  0.68901  1.78167  0.30
H  0.50515  -0.30520  -2.27156  0.25
H  2.46709  -2.31370  1.29147  0.28
H  2.63568  0.97403  -1.40715  0.05
H  3.79138  0.69086  -0.02107  0.04

Properties
- M (g mol⁻¹) = 140.13
- largest force on an atom (hartree/bohr) = 0.064
- HOMO-LUMO gap (alpha / beta) (eV) = 6.5035 / 6.2057
- total energy (Eh) = -684.6665
- ΔE to the lowest compared entry with this formula, charge and spin (eV) = 5.474

=====

Question: Among the records above, which one has the highest M?
Answer: C48H64F5N2O3